w:
{"formula": "C4H7O2", "method": "wB97M-V/def2-TZVPD", "orbital_gap_ev": 6.4, "total_charge": -1, "multiplicity": 1, "smiles": "[O-]/C=C\\CCO", "lumo_energy_ev": 4.0, "species": ["O", "C", "C", "C", "C", "O", "H", "H", "H", "H", "H", "H", "H"], "coordinates": [[-1.93516, 1.95649, -0.89098], [-0.71418, 1.75076, -1.14366], [0.21718, 0.78222, -0.89972], [-0.15899, -0.50342, -0.14026], [0.62385, -0.62438, 1.16663], [0.32862, -1.90017, 1.83799], [-0.22335, 2.61344, -1.69339], [-0.16150, -2.36075, 1.16898], [1.21126, 0.69506, -1.32014], [-1.24327, -0.49743, 0.02189], [0.11160, -1.34379, -0.80709], [1.66022, -0.69424, 0.82658], [0.28371, 0.12622, 1.87317]]}



x:
{"formula": "C4H7O2", "method": "wB97M-V/def2-TZVPD", "orbital_gap_ev": 7.8, "total_charge": -1, "multiplicity": 1, "smiles": "CCCC(=O)[O-]", "lumo_energy_ev": 4.0, "species": ["O", "C", "O", "C", "C", "C", "H", "H", "H", "H", "H", "H", "H"], "coordinates": [[1.79912, 0.62274, -2.50534], [1.53332, 0.75231, -1.29331], [2.00509, 1.55653, -0.47119], [0.37752, -0.17437, -0.76890], [-0.39819, 0.37167, 0.41520], [-1.16402, -0.68344, 1.21612], [-0.20623, -0.48752, -1.62869], [0.91504, -1.05409, -0.41785], [0.35676, 0.84026, 1.05836], [-1.09530, 1.16679, 0.12487], [-0.53005, -1.51055, 1.53226], [-1.96445, -1.14259, 0.63055], [-1.62861, -0.25774, 2.10791]]}



The most stable arrangement is x, and the next structure is 0.0799 hartree less stable.



w:
{"formula": "C4H4ClF", "method": "wB97M-V/def2-TZVPD", "orbital_gap_ev": [6.4, 8.4], "multiplicity": 3, "lumo_energy_ev": [0.8, -2.3], "species": ["C", "C", "C", "C", "F", "Cl", "H", "H", "H", "H"], "coordinates": [[-1.46593, -1.67024, -0.85966], [-0.76430, -1.01952, -0.13895], [-1.13753, 1.19290, 0.29481], [-0.26492, 0.17897, 0.35432], [-2.34704, 1.07827, -0.26284], [3.96056, -0.51499, 0.31129], [-1.88527, -2.53469, -1.39659], [3.98713, 0.67372, 0.50202], [-0.87807, 2.32253, 0.50247], [0.79537, 0.29304, 0.69315]]}



x:
{"formula": "C4H4ClF", "method": "wB97M-V/def2-TZVPD", "orbital_gap_ev": [10.0, 8.1], "multiplicity": 3, "lumo_energy_ev": [1.0, -2.1], "species": ["C", "C", "C", "C", "F", "Cl", "H", "H", "H", "H"], "coordinates": [[0.54025, 1.56839, -1.34425], [-0.54206, -0.93488, 1.61236], [-1.36167, -1.87652, 1.35190], [-0.23541, 0.59002, -1.02887], [-1.19068, -0.08319, -1.63879], [-2.05074, -3.29649, 2.37740], [0.46049, 2.01795, -2.28549], [1.44859, 1.89167, -0.74205], [0.30044, -0.95231, 2.21887], [-2.14018, -1.85244, 0.71618]]}



The most stable arrangement is w, and the next structure is 0.0196 hartree less stable.



w:
{"formula": "C42H30Br2F4HgN4O4PS", "method": "wB97M-V/def2-TZVPD", "orbital_gap_ev": [4.6, 6.5], "total_charge": -2, "multiplicity": 2, "lumo_energy_ev": [4.0, 4.0], "species": ["Hg", "F", "C", "C", "F", "C", "F", "C", "P", "C", "C", "C", "C", "C", "C", "C", "C", "C", "C", "C", "C", "C", "Br", "C", "F", "H", "H", "H", "H", "H", "H", "H", "H", "H", "H", "O", "C", "C", "C", "C", "C", "C", "C", "N", "C", "C", "N", "H", "H", "H", "H", "H", "H", "H", "N", "C", "N", "C", "C", "C", "C", "C", "C", "S", "H", "H", "H", "H", "H", "H", "Br", "C", "C", "C", "C", "C", "C", "C", "O", "O", "H", "H", "H", "H", "C", "O", "H", "H", "H"], "coordinates": [[-1.10580, 0.06939, 0.09636], [-1.75087, -5.05900, -4.91018], [-2.03052, -3.74198, -4.59949], [-1.25375, -2.73266, -5.20136], [-0.84844, -2.89848, -6.49198], [-1.04464, -1.54875, -4.57147], [-0.43890, -0.54946, -5.26915], [-1.53160, -1.26348, -3.26890], [-0.80453, 0.06788, -2.34119], [0.98541, -0.01736, -2.68918], [1.68824, 0.94351, -3.40659], [3.05285, 0.79653, -3.61354], [3.72011, -0.31379, -3.11770], [3.01687, -1.28657, -2.41979], [1.65506, -1.14168, -2.20582], [-1.38744, 1.63020, -3.06957], [-0.86539, 2.84560, -2.63562], [-1.36950, 4.03514, -3.13649], [-2.40356, 4.02130, -4.06232], [-2.93649, 2.81107, -4.48404], [-2.43064, 1.61841, -3.98871], [-2.39714, -2.26182, -2.72050], [-3.45904, -1.84427, -1.19516], [-2.60245, -3.45014, -3.35208], [-3.44120, -4.37782, -2.82366], [1.17358, 1.80828, -3.80346], [3.59501, 1.55625, -4.16363], [4.78755, -0.41885, -3.27144], [3.52729, -2.15399, -2.01938], [1.10780, -1.88171, -1.63180], [-0.10217, 2.85984, -1.86546], [-0.97324, 4.97343, -2.76960], [-2.80579, 4.95352, -4.44201], [-3.75342, 2.79282, -5.19559], [-2.84726, 0.67120, -4.30787], [0.17049, -2.02533, 0.36838], [1.17519, -2.31132, 1.10038], [1.98966, -3.44241, 0.78132], [3.10343, -3.78331, 1.50924], [3.49395, -3.02108, 2.61551], [2.72108, -1.92916, 2.95997], [1.57143, -1.56295, 2.25638], [0.79595, -0.41674, 2.72713], [-0.13521, 0.28529, 2.10309], [-0.54925, 1.29047, 2.94494], [0.13536, 1.20242, 4.10855], [0.97902, 0.12546, 3.96020], [1.68029, -4.02663, -0.07821], [3.68970, -4.64827, 1.21528], [4.38512, -3.26542, 3.17909], [3.05292, -1.31832, 3.79383], [-1.30947, 1.99267, 2.64532], [0.08494, 1.77458, 5.01636], [1.56283, -0.26648, 4.67426], [-0.98453, 4.21538, 0.48664], [0.20041, 3.72858, 0.71980], [0.66746, 2.56280, 0.28039], [1.93149, 2.30203, 0.74067], [2.65227, 1.13639, 0.47588], [3.91507, 0.96394, 1.01999], [4.48951, 1.93997, 1.83136], [3.78932, 3.11180, 2.10543], [2.52812, 3.28048, 1.56439], [1.41570, 4.61055, 1.74858], [-2.12362, 2.96154, -0.03336], [-1.11929, 5.11106, 0.93799], [2.20579, 0.36517, -0.13977], [4.44913, 0.04145, 0.82287], [5.47572, 1.78833, 2.25363], [4.22228, 3.87749, 2.73913], [-2.71017, -0.14507, 5.89187], [-2.07973, -1.50563, 4.71106], [-1.22586, -2.44453, 5.27784], [-0.70920, -3.46756, 4.49913], [-1.04258, -3.54062, 3.15407], [-1.87766, -2.58491, 2.60270], [-2.41571, -1.54554, 3.36334], [-3.33443, -0.54807, 2.65277], [-4.31357, -0.12826, 3.27089], [-3.02602, -0.28151, 1.45072], [-0.96976, -2.36352, 6.32631], [-0.03300, -4.19075, 4.93930], [-0.62370, -4.31480, 2.52375], [-2.10317, -2.60821, 1.54469], [-3.96210, 2.31663, 0.28905], [-2.67934, 2.17926, -0.29208], [-4.45316, 3.22612, -0.08162], [-3.92502, 2.33559, 1.38106], [-4.55405, 1.44842, 0.00890]]}



x:
{"formula": "C42H30Br2F4HgN4O4PS", "method": "wB97M-V/def2-TZVPD", "orbital_gap_ev": [2.2, 5.4], "total_charge": -2, "multiplicity": 2, "lumo_energy_ev": [3.7, 3.7], "species": ["Hg", "F", "C", "C", "F", "C", "F", "C", "P", "C", "C", "C", "C", "C", "C", "C", "C", "C", "C", "C", "C", "C", "Br", "C", "F", "H", "H", "H", "H", "H", "H", "H", "H", "H", "H", "O", "C", "C", "C", "C", "C", "C", "C", "N", "C", "C", "N", "H", "H", "H", "H", "H", "H", "H", "N", "C", "N", "C", "C", "C", "C", "C", "C", "S", "H", "H", "H", "H", "H", "H", "Br", "C", "C", "C", "C", "C", "C", "C", "O", "O", "H", "H", "H", "H", "C", "O", "H", "H", "H"], "coordinates": [[-0.35550, -0.64388, 0.15114], [7.73724, 1.54791, -0.99296], [6.55598, 1.19001, -0.48946], [6.46641, 0.70376, 0.80737], [7.58229, 0.61533, 1.54501], [5.25304, 0.30042, 1.30843], [5.23663, -0.15693, 2.56237], [4.06557, 0.31519, 0.56070], [2.36372, 0.06116, 1.25359], [2.54609, -1.62698, 1.97304], [3.57613, -2.52463, 1.70732], [3.52540, -3.81941, 2.20091], [2.44064, -4.24202, 2.95398], [1.40055, -3.36046, 3.21348], [1.45279, -2.06759, 2.72494], [2.59613, 1.06170, 2.78836], [2.79118, 0.55001, 4.06706], [2.91951, 1.40322, 5.15393], [2.86050, 2.77758, 4.98400], [2.70453, 3.30029, 3.70776], [2.58521, 2.44742, 2.62385], [4.18895, 0.86844, -0.73567], [2.65449, 1.06840, -1.83478], [5.40042, 1.28942, -1.24085], [5.49729, 1.80466, -2.47230], [4.43009, -2.22391, 1.11400], [4.34389, -4.49984, 1.99518], [2.40508, -5.25537, 3.33560], [0.54382, -3.67866, 3.79302], [0.64089, -1.37820, 2.93318], [2.86110, -0.51742, 4.21826], [3.06770, 0.98552, 6.14300], [2.93425, 3.43899, 5.83874], [2.67221, 4.37330, 3.55897], [2.46407, 2.85290, 1.62429], [-1.87030, -1.30503, -1.34882], [-2.23577, -2.55567, -1.54307], [-3.58793, -2.86432, -1.73865], [-4.01710, -4.15022, -2.08995], [-3.08871, -5.17384, -2.25166], [-1.74489, -4.91766, -2.03608], [-1.28250, -3.62532, -1.66130], [0.10604, -3.37341, -1.50097], [0.72057, -2.29140, -0.95512], [2.07020, -2.46135, -1.12981], [2.32466, -3.64109, -1.75022], [1.08470, -4.22219, -1.98369], [-4.30948, -2.06396, -1.60801], [-5.07294, -4.34211, -2.25198], [-3.41545, -6.16806, -2.53918], [-1.03120, -5.72974, -2.14570], [2.77368, -1.71705, -0.80427], [3.24699, -4.09844, -2.06247], [0.92133, -5.09668, -2.44080], [-2.47237, 0.54091, -3.05634], [-1.96516, 1.69458, -2.63530], [-1.18958, 1.86474, -1.61767], [-0.80682, 3.17360, -1.46221], [0.00832, 3.66501, -0.44697], [0.30159, 5.01823, -0.41590], [-0.19853, 5.89095, -1.38076], [-1.01558, 5.42046, -2.40026], [-1.31487, 4.06977, -2.42493], [-2.33294, 3.20819, -3.55043], [-2.30702, -0.29229, -2.41886], [-3.17464, 0.53302, -3.77039], [0.37592, 2.96542, 0.29532], [0.93209, 5.41163, 0.37246], [0.03430, 6.94804, -1.33427], [-1.40721, 6.08316, -3.16193], [-6.02568, -1.09939, 3.60760], [-5.27657, -0.06825, 2.19557], [-6.13542, 0.88922, 1.66768], [-5.71720, 1.69750, 0.62546], [-4.44122, 1.54093, 0.11074], [-3.59760, 0.58272, 0.64201], [-3.98040, -0.24743, 1.69585], [-2.93418, -1.22738, 2.29189], [-3.17759, -1.70460, 3.40225], [-1.90660, -1.45802, 1.59374], [-7.12705, 0.99674, 2.08655], [-6.39000, 2.44697, 0.22509], [-4.09940, 2.16897, -0.70404], [-2.60795, 0.46439, 0.22769], [-0.75346, 1.41502, 2.51723], [0.06996, 0.87132, 1.52425], [-0.36134, 2.39591, 2.82557], [-0.79914, 0.77702, 3.41189], [-1.78296, 1.56435, 2.17138]]}



The most stable arrangement is w, and the next structure is 0.1017 hartree less stable.